# 1
The following is a quantum chemistry calculation of a structure of composition C25H56AlNO28PS6, from OMol25.

```
118
C25H56AlNO28PS6 (ωB97M-V/def2-TZVPD)
S 4.390 1.337 -3.387
S 1.666 -3.575 4.366
S 7.595 5.511 2.971
S 1.490 -2.965 -3.769
S -4.110 0.220 -6.933
S -5.828 3.928 2.639
P -4.276 -2.061 0.928
Al -1.913 0.918 0.357
O 0.366 -3.884 5.299
O -5.733 2.607 2.062
O 6.376 4.683 3.669
O 2.719 -3.342 -2.767
O 4.138 0.033 -4.333
O 7.072 5.398 1.430
O 1.936 -4.749 3.566
O -4.025 1.615 -7.304
O 4.963 2.331 -4.545
O -2.898 -0.104 -5.891
O -5.344 0.048 -5.882
O -4.338 -3.237 -0.388
O -4.178 -0.850 -7.901
O 5.463 1.035 -2.468
O 1.191 -4.473 -4.314
O 4.233 0.027 1.013
O 7.508 6.892 3.383
O -5.837 5.136 1.844
O 0.363 -2.536 -2.974
O -2.842 -2.085 1.594
O -7.116 3.967 3.638
O 3.103 1.839 -2.958
O -5.593 -2.460 1.995
O -4.672 4.077 3.779
O 0.976 -2.452 3.406
O 2.671 -2.928 5.177
O 8.803 4.725 3.095
O 2.024 -2.187 -4.865
N -2.398 1.528 2.117
C 5.349 4.447 2.707
C 5.587 -0.440 0.589
C 6.059 4.397 1.356
C 5.187 1.587 -5.742
C 2.822 -4.761 -2.653
C -3.074 -3.981 -0.497
C 6.680 -0.279 1.818
C -1.872 -3.134 -1.291
C -0.794 2.344 -0.642
C 1.798 -0.282 0.483
C 4.186 0.436 -5.699
C -6.671 3.888 4.991
C 3.310 -0.920 0.318
C -3.531 0.285 -0.786
C -0.657 -2.929 5.022
C -0.440 -2.509 3.570
C -4.796 -0.613 3.686
C -4.734 -0.367 0.116
C -5.275 4.505 4.998
C 2.289 -5.316 -3.971
C -3.402 -0.039 -4.559
C 1.274 0.520 -0.873
C 0.835 2.076 -0.541
C -5.292 -2.150 3.401
C -4.854 -0.499 -4.658
H -0.893 -1.541 3.344
H 1.738 0.405 1.430
H -7.361 4.420 5.651
H 5.475 -1.590 0.354
H -5.054 -0.371 4.818
H -0.524 -2.081 5.701
H -2.811 -0.669 -3.891
H 6.551 3.430 1.205
H -6.322 -2.278 3.993
H 6.247 -0.781 2.805
H 1.142 2.333 0.562
H -4.681 4.182 5.856
H -5.321 0.209 3.040
H -5.649 -0.600 -0.614
H 3.039 -5.233 -4.765
H 5.046 2.225 -6.619
H -3.341 1.003 -4.225
H -1.062 2.349 -1.803
H 7.625 -0.908 1.523
H -0.829 -3.264 2.879
H -1.644 -3.370 5.181
H 6.216 1.215 -5.724
H -3.412 1.757 2.212
H -3.612 -0.591 3.613
H -4.919 -1.590 -4.723
H 5.382 4.594 0.522
H 2.129 0.505 -1.688
H 4.643 5.282 2.750
H -0.996 -0.382 0.547
H -2.697 -4.458 0.516
H -1.203 -2.554 -0.525
H 1.042 -1.167 0.652
H -3.181 -0.424 -1.656
H 3.371 -1.945 0.885
H -1.187 -3.836 -1.952
H 3.859 -5.054 -2.470
H 4.823 3.515 2.931
H 3.605 -1.059 -0.806
H 6.927 0.853 1.990
H 5.992 0.136 -0.347
H 3.184 0.773 -5.987
H -5.129 0.430 0.876
H 1.965 -6.355 -3.885
H -4.573 -2.972 3.882
H 1.413 2.754 -1.310
H 0.328 -0.027 -1.305
H -5.328 5.599 4.983
H 2.199 -5.080 -1.810
H -1.020 3.457 -0.279
H 4.484 -0.399 -6.338
H -1.780 2.334 2.357
H -3.299 -4.910 -1.212
H -3.988 1.246 -1.324
H -6.636 2.831 5.276
H -5.457 -0.149 -3.816
H -2.446 -2.437 -2.055
```

Values from the calculation:
2S+1: 1
ΔE to the lowest compared entry with this formula, charge and spin: 786.26 kJ/mol
E_tot: -166542.007 eV
charge: -1



# 2
The following is a quantum chemistry calculation of a structure of composition C25H56BClI3NO11PS6, from OMol25.

```
105
C25H56BClI3NO11PS6 (ωB97M-V/def2-TZVPD)
I 1.396 2.464 2.433
I -0.473 1.802 -2.410
I -0.604 -1.198 -1.641
Cl 0.972 -6.717 -0.771
S 2.956 -8.369 -4.985
S -2.014 7.070 -0.616
S -7.802 10.445 1.867
S -7.195 5.554 -0.798
S 8.064 -3.048 0.321
S 3.318 -7.263 2.301
P -1.093 -0.247 2.991
O -2.898 0.784 0.156
O -6.554 6.880 -0.515
O -2.387 -1.007 3.572
O 3.135 -5.783 2.457
O -3.396 -1.669 0.413
O -7.161 11.771 2.150
O -1.125 -3.411 1.405
O 0.889 -4.317 -2.103
O 3.025 -8.116 -6.461
O 7.075 -3.152 1.444
O -1.015 6.358 0.246
N -0.445 -2.293 1.108
C -0.862 -0.809 1.216
C 0.247 -0.197 0.187
C 0.853 -2.523 0.631
C 5.372 -1.143 -0.132
C 7.908 -4.546 -0.681
C -6.471 4.915 -2.328
C 4.085 -0.204 -0.597
C 0.225 1.337 -0.334
C -7.078 9.806 0.337
C 2.749 -1.153 -0.808
C 4.579 -7.784 3.489
C -1.793 8.846 -0.352
C 1.436 -4.046 0.493
C 1.931 -8.074 3.133
C 2.451 -0.994 1.813
C -8.835 5.879 -1.489
C 0.509 4.096 -0.265
C 1.394 -7.678 -4.387
C -9.442 10.770 1.176
C 1.623 -1.057 0.361
C 0.633 2.569 0.407
C 2.494 -10.103 -4.751
C -3.621 6.957 0.206
C 1.078 -4.833 -0.889
C 9.696 -3.444 0.995
B -2.392 -0.559 0.573
H 2.317 -10.294 -3.690
H -9.892 9.830 0.847
H -7.605 8.898 0.036
H 2.622 -3.961 0.580
H -2.406 1.443 0.727
H 1.440 -6.590 -4.477
H -9.363 11.463 0.335
H 3.204 -1.919 1.781
H 4.392 0.229 -1.666
H 1.837 -7.698 4.155
H 2.395 -0.954 -1.902
H -1.448 1.176 2.985
H 1.016 -7.852 2.580
H 1.595 -10.332 -5.329
H -3.944 5.913 0.196
H 6.933 -4.535 -1.174
H -4.351 7.565 -0.332
H -9.458 6.324 -0.710
H 4.993 -2.136 0.375
H 2.093 -9.154 3.143
H 4.655 -8.874 3.488
H -4.150 -1.506 1.072
H -3.537 7.299 1.241
H -6.537 5.669 -3.117
H 5.538 -7.355 3.188
H 4.321 -7.426 4.489
H -0.823 9.140 -0.758
H 1.119 -4.745 1.402
H 6.035 -1.462 -1.070
H 10.424 -3.495 0.183
H -10.065 11.215 1.955
H 1.253 -7.948 -3.338
H -1.821 9.071 0.717
H 9.660 -4.397 1.528
H 1.684 -1.125 2.686
H 1.038 4.861 0.483
H 1.083 4.194 -1.280
H -5.421 4.678 -2.143
H -8.756 6.573 -2.330
H 8.695 -4.562 -1.439
H 9.985 -2.652 1.690
H 3.160 -2.275 -0.798
H -1.637 -3.309 2.283
H 3.317 -10.732 -5.098
H -6.027 9.568 0.523
H -2.583 9.393 -0.872
H -0.617 4.416 -0.300
H -9.285 4.940 -1.819
H 0.020 -0.404 3.889
H 0.563 -8.056 -4.987
H 3.908 0.732 0.086
H 3.072 -0.024 1.965
H 6.080 -0.515 0.578
H -6.998 4.007 -2.630
H -7.144 10.559 -0.451
H 7.982 -5.432 -0.045
```

Values from the calculation:
2S+1: 1
ΔE to the lowest compared entry with this formula, charge and spin: 823.31 kJ/mol
E_tot: -162626.782 eV
charge: +1



# 3
The following is a quantum chemistry calculation of a structure of composition C25H57FInN8O9, from OMol25.

```
101
C25H57FInN8O9 (ωB97M-V/def2-TZVPD)
In -0.573 -1.733 4.594
F -2.543 -2.268 5.045
O -3.126 6.002 11.510
O 0.492 -3.636 -8.596
O -3.460 0.574 12.404
O 5.882 -1.247 -6.807
O 0.006 0.795 -3.501
O 6.300 -0.229 3.566
O -4.188 -3.516 -10.119
O -1.349 -0.260 7.731
O -0.368 -1.807 2.502
N 2.155 0.277 -3.877
N 4.226 -2.535 -7.594
N -0.958 5.556 11.855
N 4.678 0.901 2.511
N 1.884 -0.872 1.649
N -5.218 -3.975 -12.057
N -4.358 2.369 11.404
N -0.155 -2.150 -10.148
C 0.958 -1.434 2.204
C -0.141 0.272 5.527
C -3.684 1.185 11.366
C 6.717 2.095 3.173
C -6.336 -4.286 -12.922
C -1.867 -3.261 -8.786
C 3.327 -3.078 -8.594
C -0.426 -3.044 -9.154
C 5.899 0.833 3.107
C -3.237 0.678 10.021
C 3.405 -0.423 -3.671
C 5.408 -1.044 -9.145
C -1.095 -1.362 -10.915
C 0.982 0.118 -3.202
C 0.943 -0.904 -2.098
C -6.552 -3.875 -9.999
C 1.067 -1.071 7.513
C 4.042 2.056 1.916
C -5.231 -3.772 -10.711
C -1.962 6.369 11.424
C -4.714 3.228 10.295
C -1.581 7.708 10.851
C -0.064 0.053 7.143
C 0.466 5.811 11.837
C 5.203 -1.603 -7.762
H 3.839 1.834 0.867
H 4.145 -2.866 -6.644
H -0.971 -1.612 -11.971
H 0.530 -2.936 5.324
H -7.274 -4.352 -12.375
H -2.126 -1.548 -10.619
H 1.808 -0.662 8.302
H -4.258 4.206 10.462
H 4.661 2.949 1.983
H -2.551 1.393 9.561
H 0.830 -2.051 -10.344
H 3.097 2.232 2.435
H 0.946 5.032 11.240
H 3.342 -1.154 -2.868
H -0.908 1.091 5.320
H 0.309 1.020 7.662
H 1.666 -0.645 -1.322
H 7.664 1.889 3.674
H -6.967 -4.878 -10.122
H -6.413 -3.501 -13.678
H 3.670 -0.930 -4.602
H -5.801 3.334 10.279
H 0.483 -1.981 7.921
H 5.679 -1.845 -9.836
H -4.628 2.649 12.336
H 0.838 5.758 12.863
H 4.499 -0.542 -9.484
H 2.109 0.978 -4.603
H 0.705 6.786 11.417
H -4.103 0.514 9.376
H -1.862 -0.887 7.160
H -6.136 -5.240 -13.413
H 4.182 0.019 2.500
H -4.376 2.831 9.339
H -2.482 8.244 10.550
H -6.408 -3.690 -8.934
H 3.474 -4.159 -8.635
H 6.931 2.457 2.165
H -0.052 -0.922 -1.651
H -0.861 -0.306 -10.765
H -2.713 -0.270 10.143
H 1.158 -1.897 -2.501
H 4.175 0.313 -3.432
H 0.930 0.599 5.229
H -1.059 8.303 11.604
H 2.306 -2.867 -8.286
H -2.419 -3.641 -9.647
H -7.247 -3.127 -10.389
H 3.502 -2.652 -9.581
H -1.286 4.675 12.227
H -1.931 -3.997 -7.983
H -4.299 -3.891 -12.468
H -2.308 -2.326 -8.435
H -0.950 7.572 9.970
H 1.657 -1.339 6.575
H 6.183 2.858 3.744
H 6.218 -0.314 -9.126
```

Values from the calculation:
2S+1: 1
E_tot: -65091.837 eV
charge: -1



# 4
The following is a quantum chemistry calculation of a cluster of 9 separate species, C25H57N8O11 in total, from OMol25.

```
101
C25H57N8O11 (ωB97M-V/def2-TZVPD)
O -2.139 1.796 4.177
O -2.907 -1.197 3.842
O -0.719 -3.431 3.467
O -2.090 0.075 -2.683
O 1.116 5.742 -1.923
O -0.259 -0.481 1.386
O -0.555 -3.634 -4.467
O 5.007 3.100 -0.463
O 2.259 -1.387 3.453
O 0.739 1.513 1.745
O 0.018 0.939 -0.327
N -4.595 -1.007 2.397
N -1.345 -4.242 1.448
N 4.160 1.240 -1.427
N -3.381 0.253 -4.523
N -1.486 3.942 3.960
N 1.641 3.587 -2.328
N 4.196 -1.958 2.412
N 0.948 -2.062 -3.852
C 1.571 3.675 -3.751
C 1.658 4.339 -0.048
C 1.056 -2.960 -6.103
C -2.421 2.967 4.140
C -0.086 3.640 3.821
C 5.399 2.870 -2.787
C -0.250 -5.730 3.055
C 1.438 4.640 -1.500
C 0.195 0.643 1.056
C -2.130 -3.117 1.003
C 2.830 -1.965 2.565
C 3.595 0.595 -0.247
C 5.112 -1.266 3.296
C -3.854 3.448 4.299
C 2.112 -2.689 1.441
C -2.635 0.777 -3.515
C -0.776 -4.353 2.691
C 4.850 2.407 -1.450
C -4.024 -1.528 3.528
C -3.533 -1.176 -4.681
C 0.385 -2.910 -4.747
C -2.409 2.272 -3.540
C -3.930 0.039 1.659
C -4.811 -2.553 4.323
C 0.507 -1.956 -2.482
H 4.514 -0.822 4.088
H -4.531 2.891 3.658
H -3.973 4.524 4.123
H -4.730 -2.327 5.380
H -3.774 0.899 2.312
H 2.368 3.091 -4.224
H 2.298 -2.121 0.521
H 6.458 2.612 -2.795
H -0.984 -6.218 3.690
H 1.877 2.692 -1.930
H 0.517 4.035 4.649
H 4.911 2.400 -3.642
H 0.697 -5.567 3.563
H -1.482 -5.110 0.957
H 4.584 -2.465 1.638
H -0.439 0.120 -0.554
H 5.661 -0.496 2.752
H 0.831 3.693 0.281
H 0.629 3.262 -4.131
H 2.128 -3.136 -6.006
H -0.579 -1.996 -2.466
H -2.955 -0.286 1.297
H -1.411 2.533 -3.887
H -0.027 -6.318 2.160
H -2.628 -1.712 -4.386
H -1.792 4.896 3.913
H -3.113 2.813 -4.176
H 0.975 -1.973 -6.577
H 2.713 1.085 0.175
H -4.170 3.320 5.337
H -2.493 2.603 -2.506
H -1.945 -2.187 1.537
H 1.032 -2.683 1.552
H -5.563 -1.212 2.225
H 2.532 3.698 0.077
H -3.204 -3.315 1.161
H -5.869 -2.538 4.041
H 0.839 -2.758 -1.815
H 1.721 -1.510 -4.177
H 0.581 -3.689 -6.746
H 1.695 5.234 0.559
H 3.338 -0.401 -0.608
H -3.742 -1.377 -5.731
H 4.065 0.745 -2.294
H -2.027 -2.879 -0.057
H 0.325 4.068 2.904
H -4.402 -3.530 4.070
H 0.076 2.565 3.778
H 5.263 3.945 -2.839
H -4.325 -1.626 -4.076
H -4.542 0.309 0.799
H 1.696 4.699 -4.092
H -3.574 0.849 -5.306
H 0.884 -1.011 -2.097
H 2.497 -3.703 1.294
H 5.819 -1.981 3.724
H 4.293 0.468 0.581
```

Values from the calculation:
2S+1: 1
ΔE to the lowest compared entry with this formula, charge and spin: 160.59 kJ/mol
E_tot: -61298.105 eV
charge: -1



no.,HOMO energy (eV)
1,-4.600
2,-9.850
3,-5.758
4,-4.665